[1]
Computed, not measured: a structure of composition C31H53N7O4PRbSe3Te, with the ωB97M-V functional and the def2-TZVPD basis.

Computed properties:
Total charge   -2
Frontier orbital gap   3.85 eV
Relative energy (zero: lowest compared OMol25 entry of this formula, charge and spin)   15.15 kcal/mol

CARTESIAN COORDINATES (ANGSTROEM)
O -1.144 2.642 3.513
H 3.593 -2.014 0.770
H -1.068 -2.281 2.622
Rb -1.546 1.281 -0.958
C -3.190 4.957 0.220
H 3.443 4.568 -4.738
C 3.147 3.644 -4.238
H 3.443 -5.129 -0.364
N -5.379 -1.321 0.508
H 0.438 -1.045 5.833
H 2.236 -1.315 -2.295
Se -4.894 2.806 -3.983
H 2.345 3.166 -4.800
H -1.535 3.528 4.041
C 1.170 -2.258 4.207
H 3.176 0.773 -3.219
N -2.551 3.833 0.390
C -2.650 5.397 3.782
H -0.549 -2.461 5.487
H 4.142 5.344 -2.396
C 0.193 -5.656 0.455
C 0.023 -1.651 5.024
Se 0.525 1.605 -5.598
C 3.636 -1.078 0.211
N -3.841 -1.111 -1.041
H -2.337 -2.239 -0.076
H -6.754 0.479 -0.897
H -0.225 -5.732 -0.551
C -2.675 4.897 2.364
H -3.729 6.524 1.587
H -3.685 4.704 -1.817
H 4.077 -0.327 0.873
O -1.147 1.680 1.528
N -0.879 -1.228 -3.289
H 4.005 2.964 -4.215
C 4.595 -1.289 -0.965
P 0.681 -1.533 0.345
C 1.754 -3.854 -0.811
Te -1.303 2.708 -4.304
N 0.694 2.919 -1.912
H 0.919 -3.894 -1.511
H -0.617 0.269 4.217
C 0.062 -4.217 0.974
H 3.271 4.630 -1.020
H 2.544 -1.705 2.645
C 3.711 4.424 -1.994
H 2.045 -3.413 1.269
H 2.008 -0.375 3.651
C 1.671 -1.283 3.143
C 4.680 -0.069 -1.883
H 2.485 -3.167 -1.227
H 3.190 1.482 -1.609
H -1.549 -0.662 2.108
H 2.046 0.380 0.227
Se -3.399 2.060 -5.574
H -6.556 -0.682 -2.215
C 2.228 -0.606 -0.220
O -3.200 6.477 3.997
H 0.006 -4.233 2.065
H -5.500 0.720 -2.130
H -4.256 -2.500 1.904
C 3.296 0.546 -2.160
H -1.927 -0.866 4.508
H 5.594 -1.513 -0.576
H 0.839 -3.178 3.723
H 0.594 0.162 1.980
H 2.109 -5.924 1.389
H 2.379 -5.758 -1.612
N 2.696 3.945 -2.900
C -2.212 3.766 1.715
C -3.748 5.472 -1.050
H 1.744 -7.140 0.167
C 1.659 -6.075 0.404
H 5.331 0.680 -1.422
H -3.205 6.359 -1.380
H 5.150 -0.375 -2.821
H 4.287 -2.157 -1.551
C -0.897 -0.784 4.152
C -5.063 -0.792 -0.709
N -3.290 5.635 1.395
H -6.238 -1.196 1.017
C -0.820 -1.222 2.692
C 1.241 -3.335 0.530
H -1.859 -1.123 -3.540
C 2.166 -0.383 -1.735
O -2.066 4.657 4.628
H -4.796 5.739 -0.919
H -0.366 -0.565 -3.865
C -6.024 -0.023 -1.528
C -1.461 2.618 2.246
C 1.641 3.360 -2.397
H 1.988 -2.533 4.881
H 4.519 3.688 -1.875
C 0.572 -0.923 2.125
C -3.337 -1.857 -0.022
H 1.212 0.080 -1.993
H -0.596 -2.149 -3.609
H -0.875 -3.794 0.605
C -4.273 -2.001 0.956
C 2.394 -5.238 -0.651
H -0.377 -6.335 1.096

[2]
Computed, not measured: a structure of composition C31H54Cl2O2P2ReSi2, with the ωB97M-V functional and the def2-TZVPD basis.

Computed properties:
Frontier orbital gap (alpha / beta)   4.34 / 6.55 eV
Multiplicity   4

CARTESIAN COORDINATES (ANGSTROEM)
H 3.405 -1.945 4.370
H 0.075 0.487 -3.761
C 3.211 -0.891 4.568
H 3.929 -2.159 -1.828
H 4.177 2.197 -1.087
C 0.202 -3.477 1.051
H 0.376 5.018 -2.172
H -0.849 3.773 4.364
C 3.043 -1.853 -1.250
P 0.428 -2.440 -0.440
C 2.170 2.971 -0.935
H 1.121 3.212 1.907
H 3.551 4.586 -1.071
H -1.289 -1.474 -2.746
H 0.230 4.487 1.040
H 0.391 -4.925 -2.294
H -2.462 -1.346 -0.703
H -1.348 -5.131 -2.532
C 2.341 -0.725 2.268
C 0.272 3.403 1.231
H -0.766 -3.796 4.292
H 3.370 -1.612 -0.228
H -3.657 -3.598 2.135
H -1.695 3.212 -3.357
H 1.743 -3.229 -2.266
Cl 3.534 1.671 7.587
H -2.869 -4.334 0.720
C -0.796 3.345 -1.418
H -1.565 -2.210 4.412
C -1.510 -0.018 2.215
Cl 2.337 0.925 -3.699
H -3.676 3.599 2.025
C -2.727 4.059 1.717
C -0.549 4.836 -1.611
H -1.303 1.630 -2.675
H -2.573 -4.994 2.348
H 0.676 0.118 -2.094
C -1.025 -2.528 -2.884
H -1.802 -3.189 -0.997
H 3.838 -0.978 6.639
C -1.032 2.771 3.958
C -0.947 2.662 -2.767
O 2.709 -1.892 2.074
C 0.889 0.056 -3.175
Si -1.333 2.876 2.113
H 2.119 1.934 2.950
H 1.095 -3.364 1.681
H -2.793 4.309 0.652
H 2.780 4.470 0.516
H -1.842 -2.992 -3.453
H -1.733 3.212 -0.857
H -0.183 2.128 4.215
C 2.697 -0.066 3.557
H -1.371 5.232 -2.222
C -0.590 -4.762 -1.827
C 2.746 1.843 5.024
C -1.733 -1.185 1.421
H 1.890 5.150 -0.884
H 1.028 -0.978 -3.499
H 0.100 -4.546 0.799
H 3.559 -4.454 -1.121
C 3.266 1.996 -0.509
H -0.113 -2.605 -3.489
Re -0.210 -0.037 0.495
C -1.710 1.159 1.436
H 2.617 -0.972 -1.736
H -0.005 2.672 -3.330
C 3.241 1.008 6.039
C 2.024 -2.983 -1.226
H -1.228 -0.027 3.264
H -2.482 1.361 -0.665
H 2.972 -3.927 0.466
H 2.562 2.891 5.245
C -2.148 0.710 0.122
H 2.984 0.959 -0.701
C -2.161 -0.713 0.109
C -0.862 -3.276 -1.565
O 1.671 0.014 1.413
H 2.028 2.891 -2.026
C 2.657 -4.193 -0.551
H 0.159 -2.300 3.978
C -0.818 -2.790 3.853
H 1.995 -5.065 -0.531
Si -1.304 -2.912 2.036
H -1.920 2.369 4.460
C 3.473 -0.355 5.824
C 2.483 1.305 3.766
C 2.599 4.383 -0.564
C -2.737 -4.074 1.775
H 3.513 2.095 0.557
P 0.493 2.455 -0.306
H -2.587 4.983 2.292
H -0.670 -5.380 -0.925
H -0.545 5.412 -0.677

[3]
Computed, not measured: a cluster of 16 separate species, C31H55Cl30F9O5S in total, with the ωB97M-V functional and the def2-TZVPD basis.

Computed properties:
Frontier orbital gap   6.70 eV

CARTESIAN COORDINATES (ANGSTROEM)
H 1.394 3.292 -1.009
C 2.272 -3.867 -0.811
C -0.175 1.564 -1.402
H -0.526 7.374 -3.558
H 1.321 2.607 -2.770
H -7.464 -1.033 -6.664
H -2.126 2.348 6.459
H 3.139 -4.501 -0.610
Cl 4.264 -10.295 -4.746
H -1.036 3.666 -1.842
C -2.467 4.448 1.797
C 3.646 -8.640 -4.717
H -8.383 -4.288 -2.428
C -0.472 6.542 -2.851
H 1.901 0.163 -1.112
C 0.922 3.363 7.217
Cl 3.745 -7.952 -3.091
C 7.349 -2.006 1.845
H 9.700 -2.775 5.318
H -6.137 -1.107 4.119
C -8.121 -3.342 -1.948
Cl 0.608 2.316 8.606
H -7.588 -2.704 -2.656
H -0.980 0.892 5.928
H -1.802 -0.971 4.378
Cl 3.568 -5.232 -6.408
O -1.900 5.348 2.835
H 2.304 -2.984 -0.167
F 1.854 0.270 3.765
C 3.623 1.541 -0.284
C 9.585 -1.695 5.444
H -3.393 -1.555 5.218
H -0.111 1.049 -0.350
C 6.836 -5.645 -8.016
C 2.461 1.183 -1.380
H 7.470 -2.625 0.953
H 6.502 -1.328 1.711
F 1.512 1.257 1.625
H 0.717 6.470 3.689
Cl -9.605 -2.524 -1.441
Cl 6.521 -6.693 -6.627
H 4.239 -8.026 -5.400
F 3.560 1.748 2.998
Cl 8.157 -1.381 6.437
H -1.463 7.988 -7.541
F 2.082 -1.145 1.836
C -2.047 1.172 6.319
C -3.218 0.741 5.249
Cl 7.035 -3.053 3.234
H 9.451 -1.223 4.468
Cl 11.043 -1.045 6.203
Cl -4.900 4.590 -1.982
H -2.679 -1.111 1.336
H -0.034 6.886 -1.911
H 5.295 -4.028 -5.338
Cl 4.212 -2.400 -6.661
Cl -1.904 -1.235 -2.461
H -4.273 0.652 5.753
Cl -4.751 2.047 -3.401
H -1.790 0.134 2.463
F 5.275 0.436 1.252
Cl -8.154 -0.928 5.335
H -2.101 2.145 -2.480
C -0.836 4.683 3.603
F 3.539 2.906 0.306
C -2.862 -0.235 2.126
C 1.309 2.303 -1.620
Cl -2.106 5.944 -2.540
C -3.553 1.000 1.234
O -2.684 1.176 0.061
Cl 0.798 -4.779 -0.463
Cl 2.391 4.318 7.459
H 2.601 -8.644 -5.038
Cl 0.551 5.273 -3.533
H 5.989 -4.968 -8.150
C -1.444 2.585 -1.599
C 0.709 5.300 3.529
Cl -4.724 -1.528 -3.143
H -4.611 0.593 0.877
H 1.364 4.782 4.376
O -3.805 4.573 1.594
Cl -7.071 -3.669 -0.564
C -3.553 -1.345 -1.831
H -4.666 4.227 -4.304
Cl -5.620 -2.073 6.211
H -6.496 -2.330 -7.423
C -6.617 -1.711 -6.531
H 2.225 -7.129 4.024
F 4.909 1.570 -1.085
C -6.670 -1.745 4.828
H 1.085 -7.559 2.716
C -5.229 3.746 -3.500
C -2.412 2.590 -0.235
Cl -5.149 -0.757 -6.288
H -3.745 1.967 1.864
H -3.276 1.538 4.370
C 3.837 0.331 0.796
H -0.951 2.650 1.624
H 3.680 -3.604 -4.700
C 4.257 -3.816 -5.604
C -1.534 3.378 0.917
S 2.791 0.373 2.329
Cl -6.932 -2.758 -5.142
H 1.155 4.969 2.495
H 1.044 2.744 6.325
Cl -1.548 5.808 -6.638
F 3.728 -1.047 0.207
H -3.623 -2.211 -1.168
H -6.932 -2.692 4.348
Cl 0.359 -5.683 3.954
C -2.026 7.507 -6.738
H -6.299 3.803 -3.714
H -3.399 3.146 -0.554
H 0.076 4.041 7.083
Cl 8.817 -1.051 2.087
Cl 8.304 -4.691 -7.774
H -0.232 0.707 -2.218
H -2.304 0.649 7.338
H 2.965 0.970 -2.441
C -2.938 -0.718 4.512
H -0.729 4.065 0.368
O -3.707 -0.683 3.244
Cl 2.580 -5.848 2.072
C 1.584 -6.735 3.232
O -1.021 3.626 4.403
H 6.957 -6.264 -8.908
Cl 2.316 -3.349 -2.501
H -3.782 -0.434 -1.274
H -3.096 7.563 -6.951
Cl -1.697 8.350 -5.219
F 3.997 -0.593 3.148

[4]
Computed, not measured: a structure of composition C31H55CuNO2P, with the ωB97M-V functional and the def2-TZVPD basis.

Computed properties:
Total charge   -1
Frontier orbital gap (alpha / beta)   4.18 / 4.18 eV
Multiplicity   2
Relative energy (zero: lowest compared OMol25 entry of this formula, charge and spin)   0.14 kcal/mol

CARTESIAN COORDINATES (ANGSTROEM)
H 0.668 1.389 -7.771
H -2.299 -0.891 6.101
H 3.199 -0.084 3.185
N 0.180 0.083 2.791
H -3.745 -2.511 -0.646
C -0.238 0.810 -7.973
H 2.764 2.539 5.318
H 0.293 -1.489 -4.221
H 1.670 -0.817 1.061
H 0.437 0.607 -10.059
H -1.421 0.450 1.617
C -1.066 0.639 5.249
H 2.053 3.495 2.219
H -3.095 -0.448 -2.318
C -0.324 -3.354 0.072
C -2.835 -0.539 -1.261
H 2.944 -0.631 6.813
H 1.321 -1.961 3.608
H 1.027 -2.233 -10.094
C 1.927 -0.356 4.944
H -3.192 0.730 4.877
C -2.114 0.433 -0.510
H -0.494 1.849 -2.532
H -0.074 1.212 7.128
C 0.172 -2.476 1.108
H -0.780 3.505 4.396
H -0.575 -1.214 6.328
H -0.151 -2.437 2.147
H -1.839 1.363 7.106
C 1.057 -1.828 -9.078
H 4.021 -0.709 4.624
C -1.987 -0.046 0.827
Cu -0.975 -1.453 -0.447
H 1.151 1.175 -4.997
C -0.383 0.316 -9.408
C -3.182 -1.621 -0.383
H -1.074 -4.131 0.200
H 2.588 -2.407 4.784
H -2.739 -1.920 1.815
C 1.652 -1.840 4.648
C 3.262 0.006 4.276
H 1.946 -1.445 -1.541
H 2.142 0.944 6.706
C 1.821 3.053 5.099
C -2.657 -1.311 0.911
H -2.359 -1.438 -8.585
H -0.846 2.576 6.282
H 3.058 2.190 2.884
H -0.693 2.907 2.712
C 0.315 1.280 -3.014
O 0.167 -0.104 -2.686
C -2.270 1.121 4.418
C -1.314 -0.825 5.623
H 1.637 1.794 1.878
C 1.147 -1.616 0.533
H -1.558 -2.337 -9.906
C -0.452 -0.792 -3.802
H 1.923 -1.172 -8.939
H -2.206 0.730 3.394
H 0.245 4.328 3.211
C 1.095 2.475 3.877
H -1.312 -1.396 -3.457
H -0.168 2.373 -4.853
C -1.453 -1.979 -8.877
H -1.845 0.585 -4.680
C 2.030 2.480 2.642
H -1.355 0.528 -9.854
H 1.188 -0.535 7.014
C -0.815 0.258 -4.815
H 2.057 4.105 4.875
C -0.928 1.505 6.507
H -1.335 -2.853 -8.222
H 0.895 -2.275 5.314
H -1.334 -1.458 4.727
C 0.176 1.389 -4.524
P 0.536 0.714 4.219
C 2.037 -0.120 6.457
H -1.127 1.334 -7.597
C 0.342 -2.980 -1.152
H 3.612 1.008 4.542
H 1.268 1.615 -2.600
H 1.191 3.036 5.996
H 1.172 -2.660 -8.372
C 1.259 -1.927 -0.853
H -2.355 2.215 4.382
H -1.717 1.384 -0.869
H -0.712 -0.179 -5.801
H 0.204 -3.443 -2.130
O -0.103 -0.539 -7.404
C -0.121 3.344 3.538
C -0.230 -1.093 -8.755